[1]
Here is a structure of composition C6H12P2 from the OMol25 dataset. Energies are from wB97M-V/def2-TZVPD.

```
20
Properties=species:S:1:pos:R:3:forces:R:3
C -1.45705 -0.20657 -0.18753 3.3 1.7 1.3
C -1.25698 -2.76304 0.06254 0.4 1.1 0.3
C 1.11273 2.14729 -0.55415 -0.6 -1.7 2.1
C -0.98069 -1.53707 -0.89157 -1.5 -0.1 1.8
C -0.00124 0.50000 1.06476 -0.3 0.0 -5.2
C 0.29433 1.91718 0.76399 -0.7 3.1 -1.1
P -2.87077 0.31535 0.79250 -0.3 -0.3 -1.2
P -2.31179 1.36022 -0.85424 0.0 -1.2 0.6
H -2.17256 -2.75077 0.64614 -0.4 0.9 -0.1
H -0.50509 -2.94045 0.80524 0.8 0.0 0.3
H -1.40614 -3.65066 -0.47878 0.3 -1.3 -1.1
H 0.75639 1.52942 -1.33134 -0.7 -1.3 -0.8
H 2.15468 1.88650 -0.47500 0.5 0.5 0.2
H 0.85215 3.07191 -0.92310 0.4 2.6 -0.6
H -1.67667 -1.75151 -1.66933 -0.6 0.3 -1.0
H 0.02445 -1.56586 -1.38244 -0.7 0.4 0.9
H -0.55124 0.47396 1.90743 -1.1 -1.2 3.3
H 0.81942 -0.14087 0.73965 -0.2 -0.3 1.1
H -0.66801 2.59554 0.63196 0.9 -1.7 -0.2
H 0.65001 2.60750 1.59783 0.4 -1.5 -0.6
```
Positions in Å, forces in eV/Å.

lowest unoccupied orbital energy	-0.0241	Ha
relative energy (zero: lowest compared OMol25 entry of this formula, charge and spin)	2.372	eV

[2]
Here is an isolated molecule of C6H12S from the OMol25 dataset. Energies are from wB97M-V/def2-TZVPD.

```
19
Properties=species:S:1:pos:R:3:forces:R:3
C 0.49698 -1.75016 1.38303 3.3 1.8 2.5
C -0.50215 -2.10403 -1.16095 1.4 -1.2 1.6
C -0.54844 1.66364 -0.47093 -2.5 -0.2 1.6
C 0.73619 1.49403 0.34722 -0.1 0.4 0.3
C -1.44362 0.37137 -0.09093 -2.0 5.0 -0.1
C 1.38122 0.23238 -0.16527 -1.7 0.7 -1.4
S 0.00908 -0.98957 -0.02026 1.1 -1.0 -2.4
H 0.96013 -0.98493 2.09185 -0.3 -1.1 -1.1
H -0.09704 -2.35261 1.93526 -2.0 -2.4 1.0
H -0.91841 -1.79896 -2.08423 -0.5 0.7 -0.4
H 0.14731 -2.99787 -1.19525 -0.3 0.6 -0.1
H -1.14311 2.51430 -0.03871 0.7 -0.5 -0.6
H -0.58983 1.78772 -1.57329 1.0 -0.1 0.6
H 1.44572 2.37748 0.36402 -0.9 -1.0 0.0
H 0.40859 1.19820 1.40428 0.4 1.1 -1.1
H -1.94403 0.64819 0.87112 0.7 -0.8 -0.4
H -2.23683 0.30482 -0.79525 -0.8 -0.6 -0.9
H 1.63107 0.33874 -1.20963 0.2 -0.2 -0.4
H 2.20718 0.04728 0.40791 2.3 -1.2 1.3
```
Positions in Å, forces in eV/Å.

lowest unoccupied orbital energy (alpha / beta)	0.0301 / -0.0592	Ha
relative energy (zero: lowest compared OMol25 entry of this formula, charge and spin)	5.560	eV
spin multiplicity	3

[3]
Here is an isolated molecule of C6H12Si from the OMol25 dataset. Energies are from wB97M-V/def2-TZVPD.

```
19
Properties=species:S:1:pos:R:3:forces:R:3
C 4.34816 -0.36563 0.62789 -1.8 0.3 -0.5
C 3.01198 -0.35842 0.00847 -2.2 -1.5 -0.9
C 1.92923 -0.79951 -0.37361 1.8 1.1 0.4
C 0.56081 -1.09396 -0.83258 -0.5 0.5 0.3
C -0.47829 -0.34447 0.04474 0.9 2.7 -2.3
Si -2.06739 0.39193 -0.78640 0.2 1.0 -0.4
C -3.01843 1.08923 0.61110 -1.2 1.6 3.2
H 4.72399 0.59110 0.82216 0.1 1.8 0.7
H 5.05283 -0.68341 -0.10949 0.6 -1.4 0.1
H 4.11834 -0.86179 1.56422 1.2 -0.6 0.1
H 0.40269 -0.71739 -1.84439 0.4 -0.1 -0.2
H 0.34961 -2.16133 -0.87101 0.1 -0.1 0.1
H -0.76682 -0.80357 0.91464 -0.8 -1.8 2.0
H 0.07764 0.53786 0.46761 -0.6 -0.4 -0.6
H -2.02229 1.63789 -1.73000 0.7 -1.2 0.4
H -2.97556 -0.57389 -1.48401 0.4 -0.1 0.1
H -3.28217 0.29640 1.29873 -0.2 -0.9 0.1
H -2.58564 1.78686 1.44028 0.0 -0.8 -2.0
H -4.02539 1.53956 0.43871 0.8 -0.2 -0.5
```
Positions in Å, forces in eV/Å.

lowest unoccupied orbital energy	0.0346	Ha
relative energy (zero: lowest compared OMol25 entry of this formula, charge and spin)	2.868	eV
structure (SMILES)	CC#CCC[SiH2]C

[4]
Here is a structure of composition C6H13Al2Cl7F2NNaO8PS2 from the OMol25 dataset. Energies are from wB97M-V/def2-TZVPD.

```
43
Properties=species:S:1:pos:R:3:forces:R:3
O -0.93730 -1.56445 -1.33426 -0.2 0.0 0.0
P 0.25409 -2.40776 -1.40103 -0.6 0.4 0.8
O 1.30210 -1.68668 -2.50160 -0.2 -1.2 -0.2
O -0.17515 -3.96711 -1.87565 1.3 0.8 -0.8
Al 1.37498 -2.56738 0.68465 -0.2 0.7 1.0
N 0.56248 -1.22945 1.77128 -0.6 -0.9 -0.8
C 0.91148 -0.19746 1.27356 1.5 0.9 0.3
S 1.77719 1.06186 0.78291 -0.7 0.7 -0.8
H 1.54812 -2.34181 -3.16930 -0.5 0.1 0.2
H -0.25272 -3.95486 -2.84335 -0.4 -0.3 0.1
H 1.31569 -4.04675 1.30091 0.2 -0.4 -0.3
H 2.91154 -2.08780 0.49799 0.2 -0.7 -0.4
Na 3.16403 -2.94475 -4.23300 0.5 0.0 -0.1
Al 3.11671 -4.59760 -0.71687 -0.3 0.5 0.3
F 1.50800 2.61200 -0.86696 2.3 -0.8 0.9
C -2.28429 4.48602 1.23258 0.2 0.1 0.5
C -3.21848 3.44104 0.66606 0.1 -0.2 0.2
O -2.89681 3.36651 -0.72370 0.9 -0.4 0.0
S -1.32536 3.67071 -0.91611 -0.8 -0.4 0.7
O -0.63293 2.42977 -1.01149 -1.9 0.3 -0.4
O -1.16921 4.69585 -1.88480 0.3 -0.2 -0.4
O -1.03828 4.28300 0.54460 0.0 -0.5 -0.4
H -2.63690 5.48485 1.01131 0.0 -0.2 -0.3
H -2.14798 4.37089 2.30986 0.4 -0.3 -0.1
H -4.26090 3.70033 0.80636 0.0 0.2 -0.3
H -3.02089 2.45533 1.10821 0.1 0.0 0.0
C 7.67171 -4.02145 -0.73925 0.1 0.0 0.1
Cl 6.56748 -3.01941 -1.69740 0.0 0.0 0.0
Cl 9.34043 -3.63071 -1.16567 -0.1 0.0 0.0
Cl 7.40730 -3.70538 0.97704 0.0 0.0 -0.1
Cl 7.35688 -5.73105 -1.08178 0.0 0.1 0.0
F -3.75366 5.58415 -0.49712 -0.7 1.3 0.1
C -4.08674 6.67873 3.03442 3.2 1.9 -3.8
O -4.22029 5.75074 2.20483 -0.6 0.5 0.5
H -4.44106 7.68454 2.72502 -1.2 -0.2 0.3
H -4.67683 6.55457 4.10333 -2.1 -1.9 0.9
H -3.04822 6.88284 3.38746 0.0 -0.8 0.8
Cl -5.88755 5.32021 4.19153 -0.2 0.7 1.5
C -0.49478 -7.27059 -1.25779 -0.3 0.2 0.1
Cl -0.88446 -8.23598 0.16687 0.0 0.0 0.0
Cl 1.18437 -7.52703 -1.77280 0.1 0.1 -0.1
H -1.15391 -7.55860 -2.06907 0.1 -0.1 0.0
H -0.62989 -6.21991 -1.02179 0.1 0.0 0.0
```
Positions in Å, forces in eV/Å.

lowest unoccupied orbital energy	-0.0639	Ha
total charge	-1

[5]
Here is a structure of composition C6H13AuO4PS2Te from the OMol25 dataset. Energies are from wB97M-V/def2-TZVPD.

```
28
Properties=species:S:1:pos:R:3:forces:R:3
Au 1.39421 -1.04918 -0.90253 0.1 -0.1 -0.2
C -3.01432 1.31235 -1.16418 0.0 0.0 -0.1
C -2.92136 1.34083 0.34342 0.0 -0.1 0.0
O -2.66853 0.02209 0.83763 -0.1 0.2 -0.1
P -1.28705 -0.50379 1.48531 -0.2 -0.1 0.0
O -1.20724 -1.96440 1.36399 0.1 0.2 0.0
Te 0.52949 0.85412 0.61039 0.1 -0.1 0.0
O -1.44800 -0.10212 3.04171 0.1 0.1 0.1
C -1.58955 1.24905 3.46843 -0.1 -0.1 0.0
C -1.07880 1.35528 4.88624 0.0 0.0 0.1
H -3.36485 2.27747 -1.53958 0.0 0.0 0.0
H -3.71251 0.53615 -1.48111 0.0 0.0 0.0
H -2.03625 1.09901 -1.59601 0.0 0.0 0.0
H -3.86060 1.67192 0.78960 -0.1 0.0 0.0
H -2.13923 2.03385 0.65627 0.1 0.0 0.0
H -2.64443 1.53496 3.41128 0.0 0.0 0.0
H -1.02293 1.91864 2.81639 0.1 0.0 0.0
H -1.60959 0.65650 5.53528 0.0 0.0 0.0
H -1.22661 2.36925 5.26653 0.0 0.0 0.0
H -0.01493 1.11767 4.91984 0.0 0.0 0.0
C 5.08762 -2.47183 -4.89547 0.0 -0.1 0.1
O 4.02450 -2.87966 -4.04168 -0.1 0.1 -0.1
C 3.49029 -2.00170 -3.16534 0.1 0.0 0.0
S 4.08808 -0.46044 -2.96647 -0.1 -0.2 0.0
S 2.16917 -2.75672 -2.35127 0.1 0.3 0.1
H 5.03760 -3.12436 -5.76495 0.0 0.0 0.0
H 6.04124 -2.60661 -4.38305 0.0 0.1 0.0
H 4.98456 -1.42832 -5.18066 0.0 0.0 0.0
```
Positions in Å, forces in eV/Å.

lowest unoccupied orbital energy	0.0984	Ha
relative energy (zero: lowest compared OMol25 entry of this formula, charge and spin)	0.291	eV
total charge	-1

[6]
Here is a structure of composition C6H13BF7N2O12S4Zr from the OMol25 dataset. Energies are from wB97M-V/def2-TZVPD.

```
46
Properties=species:S:1:pos:R:3:forces:R:3
Zr 0.37511 0.90272 0.61375 -6.1 -2.6 5.3
N -3.47352 1.87441 -0.25076 2.8 1.7 -4.8
S -3.93685 3.35043 -0.73895 -3.8 4.8 4.6
O -4.86207 3.43445 -1.85232 2.1 -0.1 -0.4
O -3.03005 4.45541 -0.29620 -2.0 -2.6 -1.8
F -5.09080 3.51852 0.41090 0.5 -0.5 0.3
S -2.23048 1.99221 -1.57301 0.7 -1.8 1.6
O -1.06998 1.37478 -0.96252 0.4 -1.6 -0.3
O -1.79866 3.21513 -2.20115 -1.6 -1.7 -0.6
F -2.78148 0.89230 -2.67075 0.9 1.6 1.3
N 1.77558 1.09569 -0.84982 7.1 -1.5 -5.0
S 3.30575 0.29813 -1.32032 4.1 -6.9 5.0
O 4.51081 0.90945 -0.79785 -2.0 -0.3 -0.9
O 3.41375 -0.54316 -2.50615 -1.0 2.0 1.5
F 3.05071 -0.86589 -0.13565 -0.2 0.9 -1.1
S 2.17489 1.95737 -2.16430 -7.0 8.7 -3.6
O 1.73401 1.47461 -3.47735 1.6 0.2 2.8
O 3.25375 2.92296 -2.04120 -0.5 -2.4 -0.3
F 0.93258 2.95647 -1.75658 0.8 -0.2 -1.1
B 0.04609 2.96823 1.38419 0.1 1.8 0.6
H -0.90332 2.50116 1.17278 -3.9 -1.6 -0.6
H 0.03157 3.94691 1.83829 -0.2 3.1 1.5
H 0.53219 2.22780 2.00039 2.5 -2.5 3.1
H 0.50120 2.98965 0.40610 2.4 0.0 -3.7
O 1.02519 -0.31307 2.27998 -1.6 2.1 -1.5
C 0.00812 -0.77460 3.17988 -0.5 -0.6 -0.5
C -1.48572 -0.37318 2.88147 0.0 1.8 -2.1
O -1.69821 0.29045 1.61840 3.3 -0.7 -0.9
H 0.11625 -0.49840 4.22875 0.9 0.3 0.1
H 0.13511 -1.85644 3.14000 -0.4 -0.4 0.2
H -1.84828 0.42740 3.52623 0.3 -0.4 1.1
H -2.18778 -1.20647 2.91050 0.2 -0.5 0.4
C 1.42836 -4.82725 1.01505 -1.0 -1.3 -0.9
C 0.77513 -3.46380 0.81653 3.1 -0.9 2.8
O 0.70147 -3.18456 -0.56899 -0.5 -1.7 0.0
C 0.19137 -2.12707 -1.06242 -0.2 2.7 1.6
O -0.13043 -1.11145 -0.41210 0.8 -2.6 -2.1
C 0.14089 -2.22016 -2.61619 -1.2 1.7 -0.4
F 0.92825 -3.18653 -3.15186 -0.6 1.8 0.6
F -1.13762 -2.46768 -3.03957 1.4 0.2 0.5
F 0.43808 -0.90887 -2.97613 0.0 -2.6 -0.5
H 2.44011 -4.95437 0.62995 -0.2 0.3 -0.3
H 0.73482 -5.52340 0.54336 0.4 -0.6 -0.3
H 1.46563 -5.17166 2.04853 -0.2 0.6 0.2
H 1.58154 -2.90314 1.28927 -0.7 1.5 -0.3
H -0.08305 -3.49552 1.48780 -0.7 0.9 -1.1
```
Positions in Å, forces in eV/Å.

lowest unoccupied orbital energy	-0.0203	Ha
relative energy (zero: lowest compared OMol25 entry of this formula, charge and spin)	2.526	eV
total charge	-1

| no. | maximum force (eV/Å) |
| --- | --- |
| 1 | 5.2 |
| 2 | 5.3 |
| 3 | 3.8 |
| 4 | 5.4 |
| 5 | 0.4 |
| 6 | 11.7 |